149
Properties=species:S:1:pos:R:3:forces:R:3 method="wB97M-V/def2-TZVPD" spin_multiplicity=2 gap_ev="3.915 / 3.818" energy_ha=-5632.76659 s_squared=0.787 lumo_energy_ev="-1.904 / -1.816" total_charge=0
V -0.5976 0.0318 0.6267 -3.4 -1.3 0.5
C -2.4262 -5.9516 -1.6524 0.0 -0.1 0.0
C -3.4332 -5.4274 -0.8616 0.0 -0.2 0.0
C -3.4940 -4.0654 -0.6168 0.0 0.1 0.0
C -2.5458 -3.2033 -1.1562 0.2 -0.1 0.3
C -1.5355 -3.7443 -1.9537 -0.1 0.0 0.0
C -1.4798 -5.1021 -2.2035 0.1 0.0 0.0
P -2.4661 -1.3852 -0.8118 -0.3 -0.2 -1.0
C -4.2472 -1.0744 -0.4997 0.1 0.2 0.2
C -4.7820 -1.5361 0.7037 0.0 0.0 -0.2
C -6.1268 -1.3844 0.9902 -0.1 -0.1 0.0
C -6.9665 -0.7705 0.0764 0.0 0.0 0.0
C -6.4361 -0.2576 -1.0936 -0.1 0.0 0.0
C -5.0864 -0.3883 -1.3689 0.0 -0.1 -0.1
C -2.1983 -0.9395 -2.5666 0.0 0.1 0.1
C -3.1566 -1.2013 -3.5469 -0.1 -0.1 -0.2
C -2.9544 -0.7909 -4.8505 -0.2 -0.1 0.1
C -1.7720 -0.1498 -5.1861 0.2 0.1 0.0
C -0.7809 0.0004 -4.2336 -0.1 0.1 -0.3
C -0.9568 -0.4036 -2.9090 0.0 -0.2 0.6
Si 0.4727 -0.2388 -1.5716 0.0 0.6 -1.5
C 1.8428 -1.3808 -2.3708 -0.3 0.1 0.6
C 1.6650 -1.8702 -3.6634 -0.2 0.0 -0.3
C 2.6215 -2.6309 -4.3107 0.0 0.0 0.0
C 3.8010 -2.9555 -3.6621 0.1 0.0 0.0
C 3.9823 -2.5402 -2.3578 0.0 0.0 -0.2
C 3.0202 -1.7605 -1.7133 0.3 0.0 0.3
P 3.2581 -1.3432 0.0582 0.7 -0.2 -0.2
C 3.8453 -2.9838 0.6888 -0.3 0.0 0.0
C 3.4291 -4.1748 0.0961 0.0 0.1 0.0
C 3.8328 -5.3960 0.6012 -0.1 -0.2 0.0
C 4.6199 -5.4593 1.7371 0.0 0.0 0.0
C 4.9905 -4.2851 2.3684 0.0 0.0 0.1
C 4.6073 -3.0607 1.8518 0.0 0.0 -0.1
C 4.8956 -0.4999 0.1089 -0.4 0.1 0.0
C 5.8024 -0.3639 -0.9332 0.0 0.0 0.0
C 7.0313 0.2364 -0.7091 0.1 0.1 -0.1
C 7.3589 0.7308 0.5409 0.1 0.0 0.0
C 6.4351 0.6535 1.5694 0.1 0.0 0.1
C 5.2127 0.0530 1.3484 0.0 0.0 0.0
C 0.8188 1.5295 -2.2534 0.1 -0.2 0.3
C 1.7160 1.8412 -3.2666 0.2 0.0 0.1
C 1.6150 3.0341 -3.9667 0.0 0.0 -0.1
C 0.5472 3.8842 -3.7297 0.0 0.1 -0.1
C -0.3541 3.5876 -2.7223 0.0 -0.1 -0.1
C -0.1747 2.4581 -1.9313 0.1 0.1 -0.1
P -1.2057 2.1047 -0.4719 -0.1 1.0 -0.8
C -2.8912 2.3036 -1.1871 -0.1 -0.4 -0.1
C -3.9695 2.6191 -0.3631 0.1 0.0 0.1
C -5.2195 2.8649 -0.9006 -0.1 0.1 0.0
C -5.4211 2.7718 -2.2681 0.0 0.0 0.0
C -4.3690 2.4092 -3.0902 -0.1 0.1 -0.1
C -3.1120 2.1831 -2.5570 0.1 0.0 0.1
C -1.2391 3.6528 0.5109 0.1 -0.1 0.2
C -0.8970 4.9152 0.0410 -0.1 -0.1 -0.1
C -1.0376 6.0276 0.8533 0.0 0.1 -0.1
C -1.5318 5.8980 2.1386 -0.1 0.0 -0.1
C -1.8609 4.6421 2.6199 -0.1 0.2 0.1
C -1.7076 3.5287 1.8169 0.0 0.0 -0.1
H -2.3809 -7.0137 -1.8432 0.0 -0.1 0.0
H -4.1781 -6.0781 -0.4242 0.0 0.0 0.0
H -4.2990 -3.6806 -0.0089 0.0 0.0 0.0
H -0.7869 -3.0931 -2.3831 0.1 0.0 -0.1
H -0.6898 -5.5005 -2.8229 0.1 0.0 -0.1
H -4.1393 -1.9961 1.4399 0.0 0.0 0.1
H -6.5184 -1.7344 1.9341 0.0 -0.1 0.1
H -8.0223 -0.6731 0.2821 -0.1 0.0 0.1
H -7.0733 0.2529 -1.8017 0.0 0.1 0.0
H -4.6969 0.0604 -2.2671 0.0 0.0 0.0
H -4.0611 -1.7411 -3.3009 0.0 0.0 0.1
H -3.7161 -0.9668 -5.5975 0.0 0.0 0.0
H -1.6105 0.2084 -6.1941 0.0 0.0 -0.1
H 0.1498 0.4636 -4.5297 0.0 0.0 0.0
H 0.7453 -1.6594 -4.1842 0.0 -0.1 -0.1
H 2.4394 -2.9753 -5.3194 0.0 0.0 -0.1
H 4.5598 -3.5455 -4.1565 0.0 -0.1 0.0
H 4.8716 -2.8490 -1.8220 0.0 0.0 0.0
H 2.7974 -4.1567 -0.7803 0.0 0.0 -0.1
H 3.5245 -6.3052 0.1072 0.0 -0.1 -0.1
H 4.9407 -6.4135 2.1260 0.0 -0.1 0.1
H 5.5785 -4.3232 3.2734 0.1 0.0 0.1
H 4.9139 -2.1608 2.3628 0.0 0.0 0.0
H 5.5638 -0.7181 -1.9252 0.0 0.0 0.0
H 7.7430 0.3145 -1.5193 0.0 0.0 -0.1
H 8.3262 1.1772 0.7170 0.1 0.1 0.0
H 6.6671 1.0671 2.5387 0.0 0.0 0.1
H 4.4777 0.0144 2.1394 0.0 0.0 0.1
H 2.4951 1.1326 -3.5237 0.1 0.0 0.0
H 2.3382 3.2761 -4.7320 0.1 0.0 -0.1
H 0.4131 4.7765 -4.3254 0.0 0.0 0.0
H -1.2235 4.2141 -2.5861 0.0 0.1 0.0
H -3.8214 2.6936 0.7053 0.0 0.1 0.0
H -6.0391 3.1427 -0.2525 0.0 0.0 0.1
H -6.3935 2.9758 -2.6902 -0.1 0.0 0.0
H -4.5231 2.3002 -4.1538 0.0 0.0 -0.1
H -2.2998 1.9219 -3.2184 0.0 0.0 0.0
H -0.4995 5.0488 -0.9513 0.0 0.0 0.0
H -0.7582 7.0014 0.4730 0.0 0.0 0.0
H -1.6525 6.7698 2.7653 0.0 0.1 0.1
H -2.2287 4.5259 3.6266 0.0 -0.1 0.1
H -1.9275 2.5482 2.2161 -0.1 0.1 0.1
C 0.4277 -2.9999 0.6817 0.2 -0.3 -0.5
N -0.1835 -2.0252 1.5840 0.1 0.4 0.0
C -1.3534 -2.6727 2.1762 -0.5 -0.1 0.2
C 0.7935 -1.6475 2.5839 0.4 0.5 0.4
C 1.2606 -2.5596 3.5183 0.0 0.0 0.1
C 2.2173 -2.2075 4.4512 0.0 -0.1 0.0
C 2.7675 -0.9379 4.4044 0.0 -0.1 0.0
C 2.3183 -0.0213 3.4789 -0.1 0.0 -0.3
C 1.2739 -0.3222 2.5789 0.7 -1.2 1.0
N 0.7079 0.6375 1.7633 0.3 0.5 0.1
C 0.8844 1.9514 2.2595 0.2 1.3 0.8
C 0.5094 2.1476 3.5955 -0.1 0.1 -0.2
C 0.6275 3.3533 4.2505 0.1 -0.1 0.1
C 1.1568 4.4307 3.5697 0.1 -0.2 -0.1
C 1.5585 4.2679 2.2600 0.1 0.1 0.0
C 1.4356 3.0599 1.5713 0.2 -0.4 0.1
N 1.8729 2.9549 0.2334 0.0 0.0 0.2
C 2.8952 1.9431 0.0696 0.1 -0.1 0.1
C 2.3107 4.1728 -0.4224 -0.1 -0.1 0.0
H 0.7884 -3.8781 1.2291 0.0 0.0 0.0
H 1.2690 -2.5488 0.1655 -0.2 0.0 0.0
H -0.2942 -3.3245 -0.0632 0.0 0.0 0.1
H -2.0804 -2.8820 1.3902 0.1 0.0 0.1
H -1.8165 -2.0281 2.9245 0.1 -0.1 -0.1
H -1.0985 -3.6320 2.6414 0.1 0.1 0.0
H 0.8652 -3.5640 3.5418 -0.1 -0.1 -0.1
H 2.5348 -2.9151 5.1994 0.1 -0.1 0.1
H 3.5412 -0.6591 5.1066 0.1 0.1 0.0
H 2.7529 0.9694 3.4674 -0.1 0.0 0.0
H 0.1156 1.3066 4.1440 -0.1 0.0 0.0
H 0.3208 3.4367 5.2791 -0.1 0.0 0.1
H 1.2791 5.3873 4.0527 0.0 0.1 0.1
H 2.0098 5.1110 1.7671 0.0 0.1 -0.2
H 3.8444 2.2538 0.5310 0.0 0.0 0.0
H 3.0699 1.7706 -0.9897 0.1 -0.1 -0.1
H 2.5597 1.0191 0.5276 0.1 0.0 -0.1
H 2.4266 3.9561 -1.4834 0.0 0.0 0.0
H 1.5662 4.9540 -0.3158 0.0 0.1 0.0
H 3.2789 4.5271 -0.0394 0.0 0.1 0.1
N -4.3611 0.3841 2.8563 0.0 0.0 0.0
C -2.9977 0.2136 2.7332 -0.8 0.2 0.7
O -2.4860 0.3708 1.5821 2.0 -0.6 -0.7
C -2.3099 -0.1313 3.9016 0.2 0.5 0.1
I -2.6748 2.1656 5.5303 0.0 -0.3 -0.1
H -4.8244 0.8465 2.0884 0.0 -0.1 0.1
H -4.6843 0.6244 3.7812 0.0 0.2 0.0
H -1.2369 -0.2109 3.8961 0.1 0.0 -0.1
H -2.8325 -0.5924 4.7179 -0.1 0.0 0.1